Entry 1:
DFT (the ωB97M-V functional and the def2-TZVPD basis) results for a molecular structure, H30O15Xe.

Structure (XYZ):
```
46
Properties=species:S:1:pos:R:3:forces:R:3:nbo_charge:R:1
Xe 0.3842 0.1596 0.0884 -0.070 0.138 0.003 0.003
O 0.6082 -1.2362 -3.8238 0.155 0.461 -0.534 -0.969
H 0.3257 -1.7525 -3.0689 0.060 -0.485 0.734 0.492
H -0.0512 -1.4120 -4.4950 -0.044 0.036 -0.327 0.466
O 3.6912 -0.1567 -0.4162 -0.101 -0.307 -0.212 -0.945
H 3.8168 0.0675 -1.3383 -0.037 0.179 -0.353 0.488
H 4.1602 -0.9835 -0.3042 0.156 -0.255 0.090 0.480
O -2.1861 3.5545 0.3350 0.426 -0.032 -0.064 -0.958
H -2.4412 2.7466 -0.1106 -0.274 -0.417 -0.026 0.483
H -2.6034 4.2505 -0.1724 -0.191 0.278 0.030 0.483
O 4.0608 1.6306 1.5535 0.330 0.830 0.043 -1.000
H 3.7933 1.1073 2.3090 -0.267 -0.133 0.501 0.480
H 3.9721 1.0376 0.8074 -0.021 -0.141 -0.293 0.477
O -2.6154 -1.7108 -1.1387 0.239 -0.396 0.054 -0.979
H -2.6426 -0.9258 -1.6859 -0.241 1.084 -0.313 0.506
H -3.3502 -2.2424 -1.4450 -0.286 -0.224 0.107 0.489
O 3.1347 -0.0160 3.6466 0.529 0.549 0.303 -0.962
H 2.4260 -0.5265 3.2549 -0.568 -0.414 -0.154 0.494
H 3.8783 -0.6182 3.6725 0.238 -0.132 0.113 0.466
O 0.7432 -3.8660 1.0363 0.387 -0.100 0.448 -0.972
H 0.4829 -3.6694 0.1364 -0.069 0.331 -0.599 0.499
H -0.0777 -4.0696 1.4845 -0.261 -0.058 0.154 0.476
O -0.2037 -2.7635 -1.6810 1.094 -0.501 -0.126 -0.978
H -0.6746 -3.4488 -2.1551 -0.179 -0.285 -0.078 0.477
H -0.8822 -2.1379 -1.4269 -0.833 0.177 0.451 0.508
O -1.1144 -0.0785 3.5166 -0.246 -0.462 -0.006 -0.982
H -0.2798 -0.5338 3.4054 0.280 -0.360 -0.094 0.479
H -0.9084 0.8426 3.3570 -0.210 0.826 -0.015 0.494
O -3.0987 -0.5310 1.4213 -0.423 0.175 -0.192 -0.980
H -2.8123 -0.8004 0.5486 -0.091 -0.245 -0.265 0.467
H -2.2958 -0.5117 1.9421 0.386 0.155 0.770 0.489
O -0.9904 2.7569 -2.3934 -0.036 -0.061 -0.102 -0.969
H -0.6850 3.2016 -1.6027 0.101 0.115 0.583 0.502
H -0.8853 3.4057 -3.0893 -0.152 0.266 -0.353 0.489
O 1.1647 -1.8196 3.0729 0.014 0.269 0.268 -0.976
H 1.2149 -2.3008 3.8989 -0.018 -0.078 0.394 0.485
H 1.4026 -2.4631 2.4055 -0.180 -0.456 -0.786 0.512
O 1.0949 1.5158 -4.0323 0.273 0.622 -0.350 -0.977
H 0.8937 0.6254 -3.7443 -0.045 -0.703 0.043 0.491
H 0.5951 2.0781 -3.4405 -0.034 -0.062 0.235 0.461
O -1.1447 2.7652 2.9620 0.150 -0.323 0.416 -0.956
H -0.2535 3.1144 2.9685 0.282 0.171 0.057 0.472
H -1.4325 2.8588 2.0539 -0.306 0.227 -0.383 0.492
O -3.0014 0.8188 -2.5150 -0.502 -0.813 0.174 -0.972
H -2.3839 1.5408 -2.3982 0.581 0.476 0.019 0.502
H -2.8291 0.4963 -3.3996 0.004 0.078 -0.362 0.471
```
Forces are in eV/Å.

* calculated total energy: -40163.3324 eV


Entry 2:
DFT (the ωB97M-V functional and the def2-TZVPD basis) results for a molecular structure, C21H55AsFeN2O3Si5Te.

Structure (XYZ):
```
89
Properties=species:S:1:pos:R:3:forces:R:3:mulliken_spin:R:1
Fe -0.1130 0.2320 -0.2831 0.373 -0.043 1.132 3.647
N 1.8514 -0.7474 0.1275 -0.010 -0.053 -0.051 0.042
C 1.6040 -1.7861 1.1588 0.001 -0.016 0.010 0.008
C 0.8422 -1.0734 2.2814 0.042 -0.034 0.012 0.000
O 1.3439 -1.0161 3.4015 -0.008 -0.043 0.043 0.012
N -0.2755 -0.4814 1.8336 0.033 0.066 -0.186 0.036
C -0.7806 0.5985 2.6542 -0.045 0.023 0.035 0.004
C -0.5614 1.9469 1.9593 -0.050 -0.002 -0.085 0.006
O -0.8324 2.9971 2.5015 -0.052 -0.011 0.090 0.015
O -0.1003 1.8628 0.7327 -0.052 0.292 -0.259 0.087
H 2.3426 0.0215 0.5804 0.026 0.014 -0.065 -0.002
H 2.4639 -1.0860 -0.6068 -0.040 -0.026 -0.004 -0.006
H 1.0021 -2.5773 0.7088 0.033 -0.026 0.020 -0.004
H 2.5223 -2.2131 1.5613 -0.012 0.058 0.011 0.003
H -1.8592 0.5128 2.8270 -0.006 0.007 0.012 0.001
H -0.3020 0.6264 3.6351 -0.008 0.010 -0.034 0.001
C -1.2827 -5.1595 -2.0749 0.002 0.017 0.021 0.001
Si -3.0027 -4.5990 -1.5887 0.009 -0.048 -0.011 0.001
C -4.2420 -5.2671 -2.8245 0.032 0.002 0.002 0.001
C -3.4494 -5.2523 0.1065 -0.014 0.047 0.010 0.002
C -3.0195 -2.7246 -1.6082 -0.023 -0.054 0.094 0.010
Te -1.7582 -1.9061 -0.0429 -0.425 -0.374 -0.383 0.050
C -3.4274 -1.3946 1.1758 0.083 0.023 0.068 0.003
Si -4.5540 0.0734 0.7945 -0.012 -0.031 -0.025 0.001
C -3.6323 1.6299 0.3729 0.106 -0.007 -0.088 -0.006
C -5.5710 0.3384 2.3410 -0.018 -0.036 -0.011 0.001
C -5.7117 -0.3404 -0.6208 0.001 -0.028 0.012 0.000
H -1.1836 -6.2433 -1.9995 -0.001 -0.037 -0.010 0.000
H -0.5195 -4.7152 -1.4321 0.013 0.009 0.029 0.000
H -1.0623 -4.8742 -3.1057 0.018 0.010 -0.030 0.000
H -4.2492 -6.3583 -2.7969 -0.012 -0.042 -0.019 0.000
H -4.0025 -4.9626 -3.8443 0.012 0.023 -0.037 0.000
H -5.2531 -4.9237 -2.6011 -0.037 0.019 0.017 0.000
H -3.3952 -6.3423 0.1126 -0.005 -0.037 0.006 0.000
H -4.4703 -4.9742 0.3768 -0.031 0.006 0.012 0.000
H -2.7806 -4.8823 0.8852 0.028 0.012 0.005 0.000
H -4.0236 -2.3222 -1.4717 0.032 -0.001 0.039 -0.002
H -2.6499 -2.3605 -2.5634 -0.004 0.059 -0.101 -0.001
H -3.0056 -1.3019 2.1772 0.015 0.017 0.026 0.001
H -4.0204 -2.3120 1.1674 -0.019 -0.042 0.061 0.001
H -3.0859 2.0367 1.2215 0.081 0.061 0.077 -0.002
H -4.3485 2.3883 0.0507 -0.034 0.049 -0.016 0.000
H -2.9239 1.4867 -0.4471 0.033 -0.016 -0.017 0.016
H -4.9381 0.5848 3.1946 0.031 0.013 0.021 0.000
H -6.1421 -0.5570 2.5931 -0.019 -0.017 0.022 0.000
H -6.2788 1.1578 2.2047 -0.023 0.028 -0.006 0.000
H -5.1890 -0.5831 -1.5464 0.026 0.045 -0.033 0.000
H -6.3473 0.5235 -0.8251 -0.042 0.017 0.005 0.000
H -6.3646 -1.1783 -0.3689 -0.010 -0.044 -0.016 0.000
C 3.0031 -0.8359 -3.6006 0.010 0.010 0.004 0.001
Si 2.5759 0.9808 -3.4232 -0.025 -0.068 0.102 0.006
C 2.8192 1.7467 -5.1097 -0.003 0.020 0.013 0.003
C 3.7306 1.7811 -2.1914 -0.008 0.015 0.012 0.000
As 0.3872 1.1852 -2.5596 -0.030 0.213 -0.668 0.042
Si -0.9828 0.1603 -4.1884 0.020 -0.007 0.112 0.005
C -0.5492 -1.6638 -4.1446 -0.022 0.007 -0.010 0.005
C -0.7779 0.7889 -5.9364 -0.011 0.013 0.007 0.003
C -2.7503 0.3773 -3.6236 -0.004 0.001 0.012 -0.007
Si -0.0175 3.5368 -2.5410 0.029 -0.023 0.104 0.004
C 1.0572 4.2365 -1.1962 0.076 0.020 -0.012 0.000
C 0.4016 4.3203 -4.1896 -0.015 -0.042 -0.021 0.004
C -1.8078 3.8540 -2.1246 0.011 -0.039 -0.007 0.000
H 4.0641 -0.9148 -3.8495 0.034 -0.027 0.005 0.000
H 2.4427 -1.2945 -4.4138 -0.002 -0.013 -0.054 0.000
H 2.8237 -1.4330 -2.7071 -0.017 0.002 0.043 0.000
H 3.8608 1.5796 -5.3970 0.019 0.014 -0.044 0.000
H 2.6311 2.8182 -5.1343 0.019 -0.008 0.026 0.000
H 2.1870 1.2792 -5.8631 -0.019 -0.029 -0.031 0.000
H 4.7643 1.5221 -2.4295 0.034 -0.004 0.001 0.000
H 3.5248 1.4622 -1.1687 0.006 -0.016 0.022 0.000
H 3.6444 2.8673 -2.2141 0.016 0.011 -0.016 0.000
H 0.3981 -1.8746 -4.6377 0.029 0.014 -0.043 0.000
H -1.3231 -2.2397 -4.6588 -0.018 -0.028 -0.007 0.000
H -0.4775 -2.0329 -3.1201 -0.001 -0.018 0.032 0.001
H 0.1537 0.4406 -6.3814 0.034 -0.012 -0.019 0.000
H -0.8003 1.8758 -6.0051 -0.031 0.029 0.010 0.000
H -1.6012 0.3975 -6.5391 -0.001 -0.002 -0.045 0.000
H -2.8588 0.0528 -2.5872 -0.022 -0.007 0.055 0.008
H -3.4154 -0.2312 -4.2414 -0.017 -0.023 -0.009 0.000
H -3.0876 1.4108 -3.6896 -0.002 0.042 -0.036 0.000
H 2.1185 4.2050 -1.4437 0.000 0.029 -0.019 -0.001
H 0.8929 3.6865 -0.2692 -0.042 0.001 0.035 0.001
H 0.7833 5.2805 -1.0241 -0.002 0.032 -0.007 0.000
H 1.4783 4.3952 -4.3385 0.012 0.018 0.015 0.000
H -0.0021 5.3352 -4.1929 -0.003 0.040 -0.015 0.000
H -0.0230 3.7877 -5.0403 -0.021 0.002 -0.021 0.000
H -1.9518 3.7737 -1.0481 -0.006 -0.028 0.098 0.000
H -2.5124 3.1823 -2.6096 -0.023 -0.021 -0.068 0.000
H -2.0513 4.8748 -2.4292 -0.028 0.024 0.035 0.000
```
Forces are in eV/Å.

* <S²>: 6.014
* spin multiplicity: 5
* calculated total energy: -173706.3617 eV


Entry 3:
DFT (the ωB97M-V functional and the def2-TZVPD basis) results for 3 unconnected molecules or ions with the total composition C3H11NO2.

Structure (XYZ):
```
17
Properties=species:S:1:pos:R:3:forces:R:3:nbo_charge:R:1
C 0.7271 -0.3409 0.2382 -1.198 -0.531 -2.342 -0.193
N 0.1007 0.7724 -0.4706 0.210 -0.336 0.960 -0.771
C -2.7778 0.6020 -0.5331 -3.082 0.659 5.393 -0.109
O -3.2241 -0.3997 0.5045 2.726 1.165 -2.933 -0.643
C 1.6798 -1.1991 -0.5976 -0.084 1.198 -1.126 -0.641
H 0.0292 -0.9121 0.8314 -0.325 -0.328 0.325 0.189
H 1.3537 0.1935 0.9921 1.550 0.838 1.060 0.331
H -0.9638 0.7905 -0.4024 0.740 -0.376 0.225 0.337
H -2.6863 1.4738 0.1754 0.469 -0.156 -1.504 0.184
H -3.7300 0.6264 -1.0861 1.116 0.234 -1.565 0.204
H -3.0545 -1.0871 -0.1494 -0.830 -1.597 0.669 0.479
H 1.4176 -1.3052 -1.6982 0.056 0.658 1.258 0.220
H 1.7576 -2.1992 -0.2645 0.080 -1.037 0.812 0.208
H 2.6688 -0.7154 -0.4971 -0.255 -0.276 -0.329 0.267
H 3.3486 1.3360 1.8035 -0.600 -0.249 0.071 0.439
H 0.4355 1.6243 -0.0102 -0.504 0.158 -0.696 0.397
O 2.9178 0.7400 1.1641 -0.071 -0.023 -0.277 -0.897
```
Forces are in eV/Å.

* calculated total energy: -8864.8420 eV


Entry 4:
DFT (the ωB97M-V functional and the def2-TZVPD basis) results for a molecular structure, C12H26O3PPdS4Te.

Structure (XYZ):
```
48
Properties=species:S:1:pos:R:3:forces:R:3:nbo_charge:R:1
Pd 0.0768 1.3517 0.5900 -0.227 0.457 0.444 -0.058
C -1.1504 -1.2844 2.5173 0.054 -0.095 0.080 -0.543
C -0.6461 -1.7143 1.1350 0.029 0.227 0.249 -0.565
S -1.9445 -2.5089 0.1583 -0.072 -0.038 -0.017 0.147
C -1.0646 -2.8100 -1.3929 0.074 -0.066 -0.091 -0.536
C -1.1636 -1.7165 -2.4547 -0.071 -0.123 -0.084 -0.556
S -0.2295 -0.2171 -2.0201 0.031 -0.091 0.091 0.267
C -1.4154 1.0461 -2.5169 -0.025 0.077 -0.085 -0.556
C -2.6598 1.1318 -1.6416 -0.059 -0.023 0.029 -0.543
S -2.3405 1.9707 -0.0592 0.118 -0.033 -0.140 0.234
C -3.2483 0.8763 1.0582 0.031 -0.090 0.091 -0.562
C -2.7468 1.0345 2.4871 -0.156 0.078 0.065 -0.550
S -1.0442 0.5200 2.8012 0.194 -0.075 -0.361 0.269
H -0.5299 -1.7296 3.2939 0.007 0.020 -0.003 0.236
H -2.1788 -1.5972 2.7171 -0.008 0.017 -0.027 0.212
H 0.2234 -2.3646 1.2047 -0.052 -0.061 0.041 0.239
H -0.3108 -0.8036 0.6376 0.060 -0.245 -0.278 0.258
H -1.4927 -3.7319 -1.7944 0.006 0.014 -0.022 0.214
H -0.0194 -3.0250 -1.1597 -0.009 0.040 0.056 0.228
H -2.2141 -1.4709 -2.6210 0.010 0.053 0.027 0.205
H -0.7722 -2.1198 -3.3937 -0.014 0.013 -0.011 0.205
H -1.7148 0.8833 -3.5558 0.032 -0.030 -0.002 0.204
H -0.8434 1.9757 -2.4797 -0.013 -0.001 0.017 0.261
H -3.0228 0.1297 -1.4059 -0.020 0.009 -0.016 0.221
H -3.4529 1.6594 -2.1760 0.006 0.031 0.020 0.206
H -3.0945 -0.1480 0.7157 -0.018 -0.008 0.026 0.234
H -4.3202 1.0896 1.0333 0.016 0.066 -0.040 0.205
H -3.4208 0.5039 3.1647 0.056 -0.048 0.007 0.211
H -2.7635 2.0867 2.7840 -0.024 -0.003 -0.019 0.228
C 5.3833 -1.0195 0.8339 0.045 -0.086 0.005 -0.630
C 4.8808 0.0664 1.7638 0.035 0.128 0.013 -0.062
O 4.1101 1.0302 1.0546 -0.133 0.029 -0.074 -0.848
P 2.4513 0.8483 1.1046 0.295 -0.198 -0.134 1.940
O 2.2147 -0.6314 1.0016 -0.066 0.254 -0.017 -1.190
Te 2.0108 2.6506 -0.5764 0.060 -0.197 0.151 -0.608
O 2.2700 1.2589 2.6866 -0.179 -0.069 0.044 -0.854
C 2.1920 2.6140 3.0889 0.122 0.106 -0.100 -0.067
C 1.9755 2.6460 4.5852 -0.040 0.009 0.098 -0.621
H 6.0142 -1.7287 1.3798 -0.018 0.001 0.000 0.183
H 5.9743 -0.5900 0.0229 -0.024 0.034 0.000 0.197
H 4.5334 -1.5509 0.4086 -0.011 0.006 -0.005 0.236
H 5.7213 0.6124 2.2070 0.000 -0.029 -0.001 0.156
H 4.2993 -0.3690 2.5798 -0.017 -0.022 -0.008 0.179
H 1.3733 3.1088 2.5565 -0.034 -0.029 0.025 0.195
H 3.1156 3.1355 2.8108 -0.012 0.001 0.020 0.175
H 1.1022 2.0475 4.8502 -0.012 0.008 -0.022 0.210
H 1.8083 3.6704 4.9272 0.023 0.005 -0.023 0.195
H 2.8388 2.2425 5.1175 0.005 -0.024 -0.020 0.197
```
Forces are in eV/Å.

* charge: -1
* calculated total energy: -82415.5348 eV


Entry 5:
DFT (the ωB97M-V functional and the def2-TZVPD basis) results for a gas-phase ion, C5H13N2S (charge -1).

Structure (XYZ):
```
21
Properties=species:S:1:pos:R:3:forces:R:3:nbo_charge:R:1
C 1.4189 -0.5556 -2.2338 -0.474 0.549 0.501 -0.607
C 1.4840 -0.3722 -0.7068 0.032 0.123 -0.801 -0.055
N 2.4044 -1.3722 -0.1582 0.134 0.450 -0.613 -0.852
C 0.1009 -0.3304 -0.0471 -0.044 -0.689 -0.209 -0.241
N -0.0161 0.7766 0.8791 -0.404 -0.098 -0.139 -0.630
C -1.2303 0.6634 1.7221 -0.570 1.375 -0.604 -0.247
C -2.5278 1.1483 1.0211 0.359 -0.441 -0.390 -0.552
S -4.0215 0.2909 1.5540 -0.293 -0.148 0.242 -0.715
H 2.4245 -0.3787 -2.6099 0.018 -0.614 -0.300 0.206
H 0.7860 0.2225 -2.6843 -0.030 -0.183 0.167 0.198
H 0.9681 -1.5240 -2.4762 0.430 0.015 -0.242 0.196
H 1.9536 0.6047 -0.5806 -0.003 0.045 0.360 0.181
H 2.7938 -1.0397 0.7091 -0.225 -0.372 0.344 0.364
H 1.9205 -2.2553 -0.0740 0.146 -0.028 0.439 0.350
H -0.0611 -1.2513 0.5155 0.216 -0.095 0.190 0.185
H -0.6884 -0.3973 -0.8153 0.008 0.425 -0.014 0.167
H -0.1704 1.5995 0.2947 0.187 0.078 0.276 0.339
H -1.4439 -0.3509 2.0199 0.435 -0.355 0.332 0.204
H -1.0663 1.3450 2.5539 -0.015 -0.416 0.530 0.177
H -2.3806 0.9536 -0.0541 -0.057 0.248 0.059 0.160
H -2.6484 2.2231 1.1709 0.151 0.131 -0.128 0.171
```
Forces are in eV/Å.

* charge: -1
* calculated total energy: -19211.6199 eV


Entry 6:
DFT (the ωB97M-V functional and the def2-TZVPD basis) results for 2 unconnected molecules or ions with the total composition C2H6Cl3PSi.

Structure (XYZ):
```
13
Properties=species:S:1:pos:R:3:forces:R:3:mulliken_spin:R:1
C -1.2573 -0.3188 1.8145 -0.099 -0.529 4.135 0.885
C -1.0294 0.8486 -1.4582 2.830 0.617 0.477 -0.001
Si -0.6323 0.6197 0.4743 2.473 3.348 -3.776 0.873
P 0.9533 2.2006 1.0695 -1.142 -0.413 0.346 0.106
Cl 1.6522 -3.9521 -0.9504 -0.019 0.077 -0.012 0.003
Cl 2.6947 1.1496 1.4372 0.505 -0.402 0.078 0.059
Cl 1.4144 3.0954 -0.7204 -0.108 -0.046 -0.240 0.009
H 1.9196 -5.1545 -0.6136 0.011 -0.063 0.017 0.000
H -1.8061 -1.1888 1.5895 -0.508 -1.138 0.134 0.033
H -0.9173 -0.1802 2.9285 -0.898 -0.151 -2.408 0.004
H -1.5264 1.7582 -1.7469 -0.767 0.340 0.381 0.017
H 0.0679 1.1242 -1.9263 -2.558 -1.443 1.121 0.006
H -1.5334 -0.0019 -1.8976 0.279 -0.199 -0.253 0.005
```
Forces are in eV/Å.

* <S²>: 2.008
* spin multiplicity: 3
* calculated total energy: -56901.8129 eV